Record 1
# C6H6F18HfO21S6

A structure of composition C6H6F18HfO21S6 (the ωB97M-V functional and the def2-TZVPD basis, the OMol25 dataset).

```
58
C6H6F18HfO21S6 | the OMol25 dataset | the ωB97M-V functional and the def2-TZVPD basis
Hf -0.40175 -0.50008 -0.45224
C 5.01320 0.10130 3.50652
F 5.62321 0.45931 2.42031
F 4.91275 -1.24240 3.59783
F 5.62850 0.63410 4.57907
S 3.21741 0.82619 3.53449
O 3.40194 2.28212 3.60470
O 2.43304 0.47089 2.34647
O 2.68433 0.39450 4.82717
C -0.15429 6.18623 -1.46075
F 0.49829 5.38495 -2.25895
F 0.54139 7.26914 -1.12595
F -1.36714 6.53050 -1.80394
S -0.45857 5.10335 0.17328
O -0.45476 3.67836 -0.22846
O 0.80250 5.30034 1.04473
O -1.78190 5.44384 0.70491
C -3.31066 2.78756 -5.58104
F -3.50280 3.75037 -4.61143
F -4.36168 2.88876 -6.41269
F -2.18742 3.05369 -6.27735
S -3.19495 1.06200 -4.87688
O -2.61586 0.15522 -5.82422
O -2.40845 1.03148 -3.61249
O -4.59932 0.71974 -4.60086
C -1.27132 -5.52054 3.76785
F -2.13783 -5.63700 2.79373
F -2.01468 -4.81250 4.60619
F -0.92884 -6.68069 4.28505
S 0.29256 -4.63056 3.13242
O -0.07357 -3.72743 2.05917
O 0.77027 -3.96778 4.31290
O 1.20624 -5.64788 2.63923
C 5.56978 -1.16943 -2.77884
F 5.73684 -0.14685 -1.94709
F 4.95892 -0.86218 -3.89416
F 6.75931 -1.70878 -3.10344
S 4.55850 -2.52334 -1.86301
O 3.33553 -1.79188 -1.33978
O 4.02204 -3.44728 -2.87024
O 5.38959 -3.14608 -0.84762
C -5.07423 0.36294 4.07603
F -5.51147 -0.03280 5.30689
F -5.49887 -0.59356 3.16056
F -5.66582 1.57143 3.74031
S -3.12601 0.44885 4.05145
O -2.66597 -0.42306 5.10102
O -2.65774 0.02090 2.71412
O -2.77874 1.85734 4.25032
O -3.43119 -2.54771 -0.72362
H -4.29521 -2.14006 -0.78296
H -3.60927 -3.48819 -0.72041
O -0.28020 -2.62054 -3.37060
H -0.10381 -3.56004 -3.32089
H -0.38295 -2.44481 -4.30590
O 1.43290 1.52400 -2.87715
H 1.44440 1.52364 -3.83428
H 2.07368 2.19064 -2.62971
```

The value obtained for the highest occupied orbital energy is -0.1964 Ha. The spin multiplicity is 1. Its total charge is -2. The energy above the lowest of the compared OMol25 structures with the same formula, charge and spin is 25.3978 eV.

Record 2
# C5H7N2

The ion C5H7N2 with charge +1 (the ωB97M-V functional and the def2-TZVPD basis, the OMol25 dataset).

```
14
C5H7N2 | the OMol25 dataset | the ωB97M-V functional and the def2-TZVPD basis
C 0.65247 -1.22938 0.08075
C -0.71919 -1.13145 0.03985
C 1.14771 0.07799 0.12159
C 2.41933 0.49155 -0.02043
C -2.39280 0.42546 -0.02938
N 0.05746 0.96909 0.22586
N -1.10390 0.19405 0.10211
H 1.26533 -2.23731 0.28564
H -1.58920 -1.82473 -0.08880
H 2.71044 1.47737 -0.04045
H 3.14707 -0.19310 -0.32595
H -2.63603 1.51784 -0.04154
H -3.05248 -0.45157 -0.08756
H 0.09378 1.91421 -0.22171
```

Its structure (SMILES) is C=c1cc[n+](=C)[nH]1. The value obtained for the highest occupied orbital energy (spin up / spin down) is -0.4769 / -0.4769 Ha. The spin multiplicity is 1. Its total charge is +1. The energy above the lowest of the compared OMol25 structures with the same formula, charge and spin is 4.2638 eV.

Record 3
# C4H8S2

The molecule C4H8S2 (the ωB97M-V functional and the def2-TZVPD basis, the OMol25 dataset).

```
14
C4H8S2 | the OMol25 dataset | the ωB97M-V functional and the def2-TZVPD basis
C 1.12690 -0.06443 -0.43530
C 1.23708 1.36835 -0.17941
C -0.90825 -1.02356 0.68021
C -0.07289 -0.87647 -0.59340
S 2.52226 -0.96561 -0.21285
S 3.97939 0.27691 0.13550
H 1.22806 1.43889 0.92680
H 0.33802 1.95809 -0.31063
H 2.01790 1.92549 -0.73186
H -0.74941 -1.80747 1.34907
H -1.96034 -1.21378 0.29137
H -0.90890 -0.13739 1.26674
H -0.65249 -0.48000 -1.42898
H 0.16109 -1.98551 -0.85712
```

The value obtained for the highest occupied orbital energy (spin up / spin down) is -0.2957 / -0.2958 Ha. The spin multiplicity is 1. Its total charge is 0. The energy above the lowest of the compared OMol25 structures with the same formula, charge and spin is 1.6062 eV.

Record 4
# C21H43BNO6PSSb

A structure of composition C21H43BNO6PSSb (the ωB97M-V functional and the def2-TZVPD basis, the OMol25 dataset).

```
75
C21H43BNO6PSSb | the OMol25 dataset | the ωB97M-V functional and the def2-TZVPD basis
C 2.63619 -5.02818 1.71435
C 2.12584 -3.60772 1.45726
C 0.63875 -3.45561 1.80027
C 0.27334 -2.04734 2.26339
O 0.36945 -1.10987 1.23740
Sb -1.33545 -0.55684 0.20582
C -0.56262 -1.61028 -1.59581
O 0.02337 -0.73522 -2.57151
C 1.31059 -1.12713 -2.96044
C -0.23676 1.27987 -0.41049
O 1.17662 1.08277 -0.45473
C 1.93149 2.00525 0.21407
C 2.04161 1.78795 1.58208
C 2.81923 2.59594 2.38738
C 2.92417 2.33952 3.86568
C 3.50883 3.64494 1.77836
C 3.40412 3.85284 0.41908
C 2.61404 3.05617 -0.41271
C 2.62604 3.34916 -1.90807
C 2.65560 4.87172 -2.16519
C 1.47758 2.75176 -2.71732
C -3.12554 0.23462 -0.91365
S -4.11100 -1.00921 -1.78570
C -3.33374 -1.01842 -3.41835
C -4.21865 -0.43499 -4.52188
B -2.55061 -2.45860 0.72346
O -2.37446 -3.59183 -0.03546
O -3.46948 -2.50275 1.76818
C -4.83189 -2.20293 1.52270
P -2.33314 0.74823 2.28567
N -1.02156 1.84979 2.78740
O -2.28202 -0.29922 3.59699
H 3.54585 -5.25206 1.15495
H 1.87853 -5.75730 1.41801
H 2.83767 -5.19083 2.77515
H 2.24899 -3.40824 0.39123
H 2.71385 -2.88152 2.01935
H 0.05597 -3.71454 0.91392
H 0.35044 -4.16971 2.58211
H 1.00975 -1.77913 3.04217
H -0.69757 -2.04478 2.77878
H 0.19245 -2.29677 -1.20185
H -1.34456 -2.19507 -2.08306
H 2.00575 -1.08691 -2.11380
H 1.66040 -0.43605 -3.72856
H 1.31283 -2.14324 -3.37694
H -0.59830 1.53986 -1.40951
H -0.48934 2.10780 0.25728
H 1.49580 0.95022 1.99766
H 2.81370 1.27568 4.07358
H 2.16476 2.88313 4.42774
H 3.91057 2.63427 4.22940
H 4.13970 4.29814 2.36999
H 3.97453 4.66674 -0.00879
H 3.56219 2.94972 -2.31128
H 1.98607 5.38020 -1.47120
H 3.65469 5.29739 -2.09642
H 2.27961 5.07156 -3.17053
H 1.41521 1.67465 -2.61444
H 1.65746 2.96621 -3.77478
H 0.52444 3.20693 -2.44792
H -3.81699 0.75039 -0.24544
H -2.78914 0.96485 -1.65258
H -3.03915 -2.04186 -3.65382
H -2.40213 -0.46009 -3.33258
H -4.04535 0.63623 -4.62602
H -3.97352 -0.89993 -5.47993
H -5.27229 -0.60937 -4.31441
H -3.17521 -4.13250 -0.01227
H -5.36049 -2.26817 2.47242
H -5.28904 -2.90606 0.82008
H -4.95155 -1.18804 1.13653
H -1.16248 2.02949 3.77924
H -1.24536 2.74181 2.35100
H -2.50863 0.18251 4.39729
```

The value obtained for the highest occupied orbital energy is -0.1100 Ha. The spin multiplicity is 1. Its total charge is -1. The energy above the lowest of the compared OMol25 structures with the same formula, charge and spin is 0.0000 eV.